# 1
The following is a DFT calculation (wB97M-V/def2-TZVPD) of 2 unconnected molecules or ions with the total composition C5H6O in a non-equilibrium geometry.

Last column: Löwdin charge in e.
CARTESIAN COORDINATES (ANGSTROEM)
C 2.90765 0.62518 0.58502  -0.0032
C 2.50466 0.98467 -0.50570  -0.0102
C -0.86337 1.16714 -0.36200  -0.0021
C -1.27130 0.22147 0.44931  -0.1349
C -1.93574 -2.03204 0.38565  -0.0144
O -1.18627 -1.02803 0.57055  -0.0380
H 3.27927 0.69143 1.61168  0.0310
H -1.06199 2.19799 -0.30583  0.0374
H -0.36217 0.98234 -1.27400  0.0324
H -1.51015 -2.98217 0.66874  0.0772
H 2.04950 1.18889 -1.41341  -0.0084
H -2.55010 -2.01686 -0.40999  0.0333

Computed properties:
Lowest unoccupied orbital energy (spin up / spin down)   1.104 / -0.549 eV
2S+1   3
Net charge   0
Molar mass   82.102 g/mol
Frontier orbital gap (spin up / spin down)   0.297 / 0.328 hartree
Electronic energy   -269.0347 hartree
Energy above the lowest of the compared OMol25 structures with the same formula, charge and spin   91.3 kcal per mole

---

# 2
The following is a DFT calculation (wB97M-V/def2-TZVPD) of a molecular structure, C5H6O2 in a non-equilibrium geometry.

Last column: Löwdin charge in e.
CARTESIAN COORDINATES (ANGSTROEM)
O -1.96783 -0.28006 -1.52440  0.2015
C -1.19125 -0.40120 -0.66070  -0.2294
C -0.67980 1.05686 0.70154  0.0420
C 0.32895 0.11728 0.48556  -0.2424
C 1.57336 0.32486 -0.25117  -0.2759
O 0.80725 0.10126 -1.39287  -0.1650
C -0.40142 -1.21617 0.26589  -0.0355
H -1.49292 0.80833 1.37761  0.0930
H -0.50100 2.11340 0.50732  0.0961
H 1.98589 1.33751 -0.11671  0.1195
H 2.36816 -0.41300 -0.05838  0.1173
H 0.15203 -2.00953 -0.23205  0.1408
H -0.96678 -1.56028 1.13763  0.1379

Computed properties:
Lowest unoccupied orbital energy   0.360 eV
2S+1   1
Net charge   0
Molar mass   98.101 g/mol
Frontier orbital gap   0.322 hartree
Electronic energy   -344.4225 hartree
Energy above the lowest of the compared OMol25 structures with the same formula, charge and spin   112.6 kcal per mole

---

# 3
The following is a DFT calculation (wB97M-V/def2-TZVPD) of a single C5H6O2 molecule in a non-equilibrium geometry.

Last column: Löwdin charge in e.
CARTESIAN COORDINATES (ANGSTROEM)
O -2.75025 -0.53590 0.12475  0.1109
C -1.57812 -0.32501 -0.00725  -0.3641
C -0.72193 0.94502 0.09199  -0.0054
C 0.47814 0.07761 -0.18000  -0.4804
C 1.85935 0.38529 0.31747  -0.0649
O 1.54407 0.21411 -1.05292  0.0190
C -0.36419 -1.21710 -0.30155  0.0180
H -0.75400 1.39674 1.09717  0.1359
H -0.87275 1.70097 -0.66789  0.1287
H 2.03759 1.42492 0.59635  0.1212
H 1.70921 -0.41739 1.00922  0.1166
H -0.34383 -1.54069 -1.35458  0.1379
H -0.24331 -2.10856 0.32725  0.1266

Computed properties:
Lowest unoccupied orbital energy   0.772 eV
2S+1   1
Net charge   0
Molar mass   98.101 g/mol
SMILES string   O=C1CC2(CO2)C1
Frontier orbital gap   0.386 hartree
Electronic energy   -344.4720 hartree
Energy above the lowest of the compared OMol25 structures with the same formula, charge and spin   81.5 kcal per mole